1.
Molecular formula: C9H12NO5S
Method: DFT, ωB97M-V/def2-TZVPD

Element x y z (Å)
N 2.39697 -3.25565 0.63824
C 1.90216 -1.90197 0.83379
C 0.39350 -1.61012 0.63021
O -0.24000 -1.29912 1.88489
C -0.39388 -2.75327 0.02642
S -2.15364 -2.50127 0.34010
H 2.30911 -3.85900 1.44029
H 2.10599 -3.71135 -0.21179
H 2.44662 -1.22325 0.17614
H 2.13967 -1.60885 1.85503
H 0.29656 -0.73666 -0.03459
H 0.17513 -0.48758 2.21200
H -0.29578 -2.78799 -1.05731
H -0.12058 -3.72333 0.44466
H -2.15906 -1.19049 0.65765
H -2.26005 -3.04490 1.55767
C 0.41767 3.57669 -0.08811
C 0.75284 2.33497 -0.63636
C -0.28576 1.70054 -1.61322
O -0.02799 0.60550 -2.17998
C -1.50456 2.35930 -1.80102
C -1.86069 3.61108 -1.23491
C -0.78006 4.29495 -0.33977
O -1.01169 5.41679 0.12600
O -2.94464 4.17825 -1.39851
O 1.80666 1.70703 -0.37458
H 1.11710 4.05617 0.59106
H -2.22161 1.85356 -2.44400

Output
charge: -1
E_tot: -32086.914 eV
F_max: 0.0226 Eh/bohr
highest occupied orbital energy: -2.3 eV

=====

2.
Molecular formula: C24H13BrN5O5RuS2
Method: DFT, ωB97M-V/def2-TZVPD

Element x y z (Å)
Ru 0.71405 0.56779 -0.59510
O 0.55224 1.89681 3.72058
C 0.54473 0.66987 4.26123
C 0.43242 0.58050 5.65245
C 0.42693 -0.64718 6.28311
C 0.53434 -1.81792 5.53637
C 0.64547 -1.73441 4.16125
C 0.65426 -0.50705 3.49871
C 0.76317 -0.45080 2.02197
O 0.66484 0.71672 1.46334
N 0.91227 -1.56416 1.36340
N 0.95773 -1.32384 0.00987
C 1.17607 -2.31644 -0.77528
C 1.23874 -2.25631 -2.21254
C 1.57655 -3.45458 -2.87164
C 1.62523 -3.57084 -4.23857
C 1.30868 -2.44490 -5.01509
C 0.96696 -1.26220 -4.41524
C 0.92860 -1.10305 -3.00011
O 0.58407 0.05189 -2.54358
H 0.66203 1.77684 2.74162
H 0.35364 1.50460 6.21085
H 0.33905 -0.69376 7.36259
H 0.52886 -2.78413 6.02500
H 0.72729 -2.62467 3.55253
H 1.30097 -3.28916 -0.30183
H 1.80351 -4.31678 -2.25209
H 1.89731 -4.50953 -4.70418
H 1.33403 -2.50582 -6.09766
H 0.71908 -0.38516 -4.99984
S 3.04600 0.80186 -0.76446
C 2.85636 2.49834 -0.86471
S 1.19754 2.92595 -0.80498
C 3.91505 3.40059 -0.95846
C 3.68557 4.79954 -1.02859
N 3.53099 5.94309 -1.07855
C 5.26256 2.95845 -1.00279
N 6.36492 2.61613 -1.04961
Br -6.34505 3.65177 -1.73341
C -5.53407 1.98770 -1.28575
C -6.34298 0.88199 -1.08875
N -5.84894 -0.31232 -0.77460
C -4.52570 -0.41654 -0.64723
C -3.64371 0.64159 -0.82759
C -4.16285 1.88452 -1.16036
C -2.14609 0.44781 -0.66650
O -1.72999 -0.65507 -0.28596
O -1.42913 1.44913 -0.93376
H -7.41946 0.96378 -1.18903
H -4.11819 -1.38537 -0.38684
H -3.48599 2.71475 -1.31020

Output
2S+1: 2
charge: -2
E_tot: -137086.311 eV
F_max: 0.0199 Eh/bohr
highest occupied orbital energy (alpha / beta): -2.4 / -2.3 eV

=====

3.
Molecular formula: C3H9N2O3
Method: DFT, ωB97M-V/def2-TZVPD

Element x y z (Å)
N 1.83733 1.39072 -2.73526
C 1.14578 0.74759 -1.77653
O -0.03088 1.33848 -1.39723
O 1.50616 -0.27957 -1.24893
H 2.77623 1.09543 -2.92498
H 1.60421 2.32672 -3.00665
H -0.18180 2.07461 -2.00059
O -2.71670 -1.29411 1.97279
C -1.73495 -0.95870 2.56805
C -0.43618 -0.67622 1.88381
N -0.54638 -0.97612 0.43077
H -1.70230 -0.83141 3.66131
H -0.19039 0.37664 2.03540
H 0.36715 -1.27718 2.31320
H -1.00107 -1.88121 0.31276
H -1.09011 -0.23967 -0.02879
H 0.39388 -0.93601 -0.05912

Output
charge: +1
E_tot: -12374.002 eV
F_max: 0.0162 Eh/bohr
highest occupied orbital energy: -14.6 eV

=====

4.
Molecular formula: CH7BrN3
Method: DFT, ωB97M-V/def2-TZVPD

Element x y z (Å)
C -0.11874 0.15188 -1.15941
N -0.72570 0.68516 1.15784
N -1.24723 -0.56736 -1.44812
N 1.07013 -0.41840 -1.30568
Br -2.94823 0.21874 -1.21818
H -0.32376 1.23189 -1.30208
H -1.43072 0.02811 1.24752
H -1.04066 1.70156 1.13405
H -1.09509 -1.58062 -1.49001
H 1.99348 0.03312 -1.29197
H 1.29739 -1.44005 -1.13798
H 0.07716 0.71802 1.77394

Output
charge: +1
E_tot: -75655.351 eV
F_max: 0.0944 Eh/bohr
highest occupied orbital energy: -14.2 eV

=====

Q: What is the charge in the third record?
A: +1